DFT (ωB97M-V/def2-TZVPD) results for a molecular structure, C4H12NO3.

Computed properties:
- E (Ha) = -439.91620
- E_HOMO (eV) = -3.72
- maximum force (Eh/bohr) = 0.121
- orbital gap (eV) = 7.02
- energy above the lowest of the compared OMol25 structures with the same formula, charge and spin (kJ/mol) = 504.0
- LUMO level (eV) = 3.30
- total charge = -1

Last column: natural (NBO) charge in e.
Positions of all 20 atoms, in Å:
C  0.94537  2.00740  0.73819  -0.332
O  2.64546  1.91543  1.10256  -0.660
C  0.71083  0.53687  0.15567  -0.044
C  -0.68539  0.31055  -0.52778  -0.459
C  -0.71588  -0.91686  -1.67691  -0.039
O  -0.29767  -2.12488  -1.04826  -0.897
N  0.82117  -0.51636  1.17288  -0.870
H  0.06390  2.30979  1.35710  0.242
H  0.95476  2.66857  -0.15977  0.237
H  1.65258  1.95438  1.70100  0.426
H  1.47700  0.43672  -0.67178  0.170
H  -1.35119  0.10323  0.29063  0.211
H  -1.13809  1.16637  -1.08559  0.172
H  -1.86441  -0.91007  -1.95931  0.126
H  -0.18133  -0.69645  -2.65312  0.131
H  1.00814  -1.35759  0.53548  0.414
H  1.72271  -0.31119  1.62419  0.341
H  -1.31604  -2.11216  -0.23133  0.474
H  -2.19054  -2.09603  1.13158  0.425
O  -2.26138  -2.36772  0.20459  -1.070


DFT (ωB97M-V/def2-TZVPD) results for 13 unconnected molecules or ions with the total composition C49H80O28.

Computed properties:
- E (Ha) = -4021.82019
- E_HOMO (eV) = -9.68
- maximum force (Eh/bohr) = 0.090
- orbital gap (eV) = 9.70
- LUMO level (eV) = 0.02
- total charge = 0

Last column: Löwdin charge in e.
Positions of all 157 atoms, in Å:
C  -5.20278  1.12205  5.46374  -0.071
O  -3.86598  1.09154  5.81295  0.006
C  -3.00627  0.38877  5.05866  -0.457
O  -3.33878  -0.46574  4.19603  0.074
O  -1.72829  0.54693  5.59257  -0.008
C  -0.64108  -0.10728  5.00077  -0.071
H  -5.38827  1.44643  4.43980  0.099
H  -5.77208  1.66122  6.22090  0.104
H  -5.59611  0.10555  5.47432  0.092
H  0.08842  -0.17661  5.80769  0.092
H  -0.18954  0.48374  4.20396  0.071
H  -0.76929  -1.15994  4.74865  0.085
C  -4.18319  2.87495  -0.11905  -0.051
O  -4.31860  4.10638  -0.81982  -0.067
C  -5.55791  4.63785  -1.09394  -0.485
O  -6.64258  4.07285  -0.91591  0.104
O  -5.42795  5.89721  -1.63835  -0.011
C  -4.16450  6.47783  -1.91216  -0.049
H  -3.38332  3.04985  0.60048  0.079
H  -3.98393  2.04489  -0.79683  0.081
H  -4.98877  2.57765  0.55233  0.089
H  -3.52096  6.32353  -1.04605  0.087
H  -4.14409  7.55673  -2.06596  0.096
H  -3.80158  6.00564  -2.82508  0.080
C  -0.67270  4.48720  -1.33372  0.008
O  0.16772  3.86224  -0.36708  0.013
C  -0.11894  3.79352  0.89064  -0.607
O  -1.10761  4.22891  1.48393  0.110
O  0.83983  3.00867  1.39907  -0.032
C  0.92926  2.88621  2.79030  -0.054
H  -0.33803  4.33706  -2.36015  0.095
H  -0.88738  5.52457  -1.07704  0.103
H  -1.65539  4.05722  -1.13999  0.074
H  -0.02356  2.66647  3.27191  0.093
H  1.47120  3.72814  3.22106  0.105
H  1.63175  2.07179  2.96730  0.074
C  4.76338  4.10686  -0.11102  -0.146
C  3.90005  2.86142  0.19588  -0.150
C  4.82990  1.67351  -0.24470  -0.225
O  5.96574  2.27782  -0.78580  -0.145
C  6.17055  3.49162  0.01828  -0.162
H  4.44433  4.94932  0.50263  0.111
H  4.66108  4.35231  -1.16809  0.110
H  2.99555  2.84139  -0.41205  0.078
H  3.61908  2.84431  1.24890  0.095
H  4.31077  1.00983  -0.93618  0.101
H  5.18836  0.97347  0.50999  0.106
H  6.90624  4.14923  -0.44477  0.116
H  6.49034  3.30848  1.04409  0.114
O  3.67197  -2.18523  -1.08141  0.093
C  4.35385  -3.08570  -0.62260  -0.511
O  3.90860  -4.29773  -0.58791  0.046
C  4.62838  -5.19794  0.19939  -0.152
C  5.67050  -4.32832  0.92717  -0.108
C  5.67256  -3.00116  0.06504  -0.036
H  5.19550  -5.93967  -0.36302  0.127
H  4.04106  -5.76991  0.91773  0.123
H  6.64438  -4.81772  0.91471  0.110
H  5.42782  -4.00028  1.93791  0.098
H  6.38996  -3.08822  -0.75096  0.131
H  5.86488  -2.07887  0.61322  0.122
O  -0.92911  -4.45853  -0.77272  0.113
C  -0.14443  -3.98367  -1.54605  -0.409
O  -0.01250  -2.62022  -1.83140  -0.012
C  0.79476  -2.43236  -2.95927  -0.180
C  1.53628  -3.73542  -3.17482  -0.143
C  0.74417  -4.81063  -2.46828  -0.043
H  1.55472  -1.66862  -2.79418  0.102
H  0.16137  -2.20708  -3.81727  0.122
H  2.50220  -3.60511  -2.68686  0.085
H  1.76105  -3.90991  -4.22703  0.125
H  1.34114  -5.47979  -1.84864  0.124
H  0.09693  -5.33068  -3.17448  0.132
O  -2.75371  -4.83204  -4.25749  0.087
C  -2.95390  -3.73683  -3.75528  -0.499
O  -2.40711  -2.67192  -4.31333  0.044
C  -2.65822  -1.49852  -3.55545  -0.156
C  -3.13289  -2.02695  -2.25473  -0.156
C  -3.73174  -3.43508  -2.51478  -0.037
H  -3.30073  -0.82104  -4.11784  0.133
H  -1.73135  -1.01655  -3.24445  0.101
H  -3.91288  -1.45171  -1.75591  0.109
H  -2.25237  -2.14169  -1.62258  0.096
H  -4.81364  -3.38678  -2.63835  0.132
H  -3.47960  -4.09474  -1.68449  0.115
O  3.10211  -1.12226  2.24614  0.080
C  3.69740  -0.85406  3.30335  -0.445
O  4.96836  -1.17903  3.47687  0.036
C  5.40033  -1.00338  4.78208  -0.161
C  4.12181  -0.76440  5.58907  -0.137
C  3.16075  -0.19874  4.55621  -0.071
H  5.99532  -0.09343  4.86002  0.132
H  5.90020  -1.89364  5.16375  0.134
H  4.28466  -0.13462  6.46369  0.121
H  3.67677  -1.68686  5.96203  0.110
H  3.27296  0.88054  4.45290  0.126
H  2.09092  -0.35853  4.69052  0.094
O  -1.56791  1.28095  -1.60428  0.093
C  -0.86910  0.67946  -0.81772  -0.493
O  0.26978  0.16631  -1.18636  0.027
C  1.06758  -0.32266  -0.10523  -0.127
C  -0.03015  -0.54775  0.92190  -0.138
C  -1.24323  0.34203  0.61808  -0.014
H  1.72060  0.49052  0.21164  0.118
H  1.67125  -1.20165  -0.33121  0.097
H  0.46190  -0.30921  1.86481  0.099
H  -0.34938  -1.58719  0.84598  0.103
H  -1.44769  1.19099  1.27043  0.119
H  -2.11797  -0.30620  0.67034  0.116
O  2.18500  4.31196  -4.02448  0.088
C  2.11989  3.09552  -4.16555  -0.514
O  1.58011  2.43767  -5.13321  0.040
C  1.73805  1.01322  -5.11050  -0.117
C  2.88276  0.93599  -4.11650  -0.139
C  2.63822  2.09681  -3.10592  -0.032
H  1.99871  0.61219  -6.08995  0.132
H  0.87047  0.48344  -4.71713  0.120
H  3.80996  0.97953  -4.68789  0.124
H  2.88916  -0.00356  -3.56397  0.094
H  3.53691  2.49327  -2.63339  0.107
H  1.83139  1.94614  -2.38868  0.114
O  1.35673  -2.83763  5.16780  0.082
C  1.08247  -3.38806  4.09782  -0.379
O  -0.23517  -3.56394  3.67386  0.022
C  -0.24752  -4.24287  2.45960  -0.186
C  1.13314  -4.00589  1.86723  -0.163
C  2.02760  -3.97735  3.06561  -0.078
H  -0.95994  -4.09188  1.64857  0.107
H  -0.39751  -5.28216  2.75196  0.133
H  1.16606  -3.03888  1.36533  0.101
H  1.39040  -4.79440  1.16000  0.119
H  3.04758  -3.60698  2.96286  0.111
H  2.11648  -5.01654  3.38229  0.136
O  -2.39880  5.72208  -5.84521  0.081
C  -2.52297  4.63682  -5.25808  -0.436
O  -3.60451  4.35326  -4.45211  0.000
C  -3.55747  2.99264  -3.97725  -0.144
C  -2.54640  2.31473  -4.82004  -0.155
C  -1.65194  3.44432  -5.37300  -0.064
H  -4.52948  2.52725  -4.14073  0.139
H  -3.26015  3.04932  -2.93012  0.103
H  -2.95062  1.77195  -5.67450  0.116
H  -1.96909  1.49584  -4.39083  0.094
H  -1.28536  3.30081  -6.38942  0.136
H  -0.80038  3.68863  -4.73798  0.111
O  -5.68943  -0.07944  0.15469  0.115
C  -5.38567  -0.96911  0.91396  -0.493
O  -4.39848  -1.84416  0.65857  0.004
C  -4.33609  -2.82798  1.65825  -0.143
C  -5.73763  -2.73988  2.37749  -0.112
C  -6.13078  -1.25555  2.15948  -0.062
H  -3.56857  -2.53624  2.37511  0.111
H  -4.13995  -3.81090  1.22989  0.125
H  -5.63103  -3.06044  3.41382  0.107
H  -6.46941  -3.44922  1.99092  0.109
H  -5.72761  -0.55909  2.89466  0.104
H  -7.20865  -1.09517  2.13525  0.132


DFT (ωB97M-V/def2-TZVPD) results for a molecular structure, C25H23BrF17NNbO3.

Computed properties:
- E (Ha) = -5574.87968
- E_HOMO (eV) = -5.04
- maximum force (Eh/bohr) = 0.160
- orbital gap (eV) = 5.44
- LUMO level (eV) = 0.40
- total charge = -1

Last column: Löwdin charge in e.
Positions of all 71 atoms, in Å:
C  1.79693  2.76316  2.45261  -0.109
C  2.17973  2.35208  0.90604  -0.492
O  0.97971  2.56497  0.08540  -0.221
C  2.89905  0.88909  0.73752  -0.367
Nb  1.52150  -0.82003  0.14540  1.450
C  3.16337  -2.12056  -0.69504  -0.412
Br  1.26217  0.21642  -2.31053  0.017
C  0.03332  -2.44053  -0.51675  -0.405
C  -1.38967  -2.42930  0.29036  -0.203
C  -2.55745  -1.89058  -0.71346  -0.206
F  -2.05495  -0.61550  -1.34322  -0.040
F  -2.61119  -2.87324  -1.85960  -0.029
C  -4.06202  -1.80435  -0.11443  -0.090
F  -4.65923  -3.18286  -0.29535  0.010
F  -4.85836  -0.95065  -1.07385  0.012
C  -4.25838  -1.43543  1.44780  -0.075
F  -5.75247  -1.45532  1.68575  0.019
F  -3.75947  -2.54159  2.35220  0.027
C  -3.64203  -0.05091  2.01177  -0.093
F  -2.41065  0.45472  1.36730  0.042
F  -3.23122  -0.33779  3.44225  0.017
C  -4.67042  1.22322  2.13882  -0.072
F  -5.69504  1.02991  3.23306  0.032
F  -3.81287  2.36101  2.64799  0.032
C  -5.31202  1.76244  0.73343  -0.065
F  -6.55094  1.00643  0.31347  0.026
F  -4.29877  1.83941  -0.38454  0.046
C  -5.84498  3.34407  0.87238  -0.085
F  -4.71174  4.31742  0.64531  0.026
F  -6.53146  3.62173  2.15269  0.045
C  -6.95234  3.71951  -0.32406  -0.121
F  -6.86935  5.22208  -0.45486  0.014
F  -8.35880  3.35320  0.08337  0.027
F  -6.57367  3.18752  -1.65815  0.052
C  1.68625  -1.70213  2.29055  -0.333
C  3.00320  -2.53393  2.63069  -0.099
C  3.16413  -3.22145  4.10660  -0.057
C  1.85901  -2.89739  5.02498  -0.093
C  0.68434  -1.98341  4.43040  -0.151
N  0.48718  -1.34643  3.10035  -0.031
H  2.47092  2.22518  3.26440  0.073
H  2.00987  3.92920  2.59468  0.070
H  0.63752  2.63564  2.70424  0.087
H  2.96968  3.16859  0.53903  0.127
H  1.02403  3.52049  -0.23283  0.104
H  3.81905  1.03104  0.00225  0.056
H  3.37546  0.62957  1.79912  0.047
H  0.04835  0.18569  0.60932  -0.073
H  4.20011  -1.72392  -0.31804  0.001
H  3.17224  -2.02196  -1.88319  -0.025
H  3.11965  -3.27290  -0.42127  0.002
H  0.54664  -3.46870  -0.29954  0.043
H  -0.10836  -2.35846  -1.69957  0.046
H  -1.64495  -3.56952  0.53151  0.135
H  -1.38164  -1.88165  1.32241  0.075
H  3.89847  -2.70186  1.88816  0.067
H  4.07267  -3.87809  4.44837  0.078
H  1.79641  -3.33374  6.11521  0.073
H  -0.21085  -1.76452  5.19335  0.095
C  6.56198  0.14141  -5.87924  0.011
C  6.05895  -0.43869  -4.78526  0.024
C  4.70105  -0.11752  -4.30343  -0.367
O  4.24059  -0.64651  -3.30110  0.047
C  3.92041  0.86774  -5.07781  0.026
C  4.42344  1.44784  -6.17178  0.015
C  5.78134  1.12667  -6.65362  -0.396
O  6.24180  1.65566  -7.65594  0.078
H  7.55638  -0.08234  -6.24578  0.116
H  6.61870  -1.16387  -4.20679  0.121
H  2.92601  1.09149  -4.71127  0.081
H  3.86369  2.17302  -6.75025  0.119